# 1
{"formula": "C2H3N6", "method": "ωB97M-V/def2-TZVPD", "species": ["C", "C", "N", "N", "N", "N", "N", "N", "H", "H", "H"], "positions_angstrom": [[1.613, -0.550, 0.279], [-0.684, -0.173, -0.077], [-2.325, -1.834, -0.041], [0.583, 0.117, -0.027], [2.806, -0.149, 0.164], [3.862, 0.109, 0.023], [-1.481, -1.092, -0.035], [-1.816, 1.483, -0.052], [1.549, -1.506, 0.723], [-1.361, 2.176, -0.581], [-2.747, 1.420, -0.375]], "forces_ev_per_a": [[-3.8, -3.6, 1.3], [2.9, 9.8, -0.7], [0.5, 0.3, 0.0], [-2.8, 1.5, -1.0], [3.4, 2.1, -0.7], [1.4, 0.4, -0.1], [-4.3, -5.5, 0.5], [2.6, -3.2, 2.3], [0.2, -1.3, 0.3], [1.2, 0.6, -1.2], [-1.2, -1.0, -0.9]], "charge": 1, "multiplicity": 1, "lumo_ev": [-6.8, -6.8], "molar_mass_g_mol": 111.088, "e_above_lowest_ev": 3.225}

***

# 2
{"formula": "C2H3NO", "method": "ωB97M-V/def2-TZVPD", "species": ["N", "C", "C", "O", "H", "H", "H"], "positions_angstrom": [[1.567, 1.108, 0.427], [1.165, 0.100, -0.002], [-0.239, -0.589, -0.099], [-1.030, 0.488, -0.482], [-0.564, -1.447, -0.719], [-0.313, -0.874, 0.953], [-0.564, 1.230, -0.071]], "forces_ev_per_a": [[0.6, -1.6, -0.8], [-1.1, 0.6, 0.4], [0.9, 0.1, 0.2], [-0.4, 0.2, 0.3], [1.2, 0.4, 0.1], [-0.6, -0.1, 0.1], [-0.8, 0.4, -0.2]], "multiplicity": 1, "lumo_ev": 0.3, "smiles": "N#CCO", "molar_mass_g_mol": 57.052, "e_above_lowest_ev": 1.615}

***

# 3
{"formula": "C2H3NO", "method": "ωB97M-V/def2-TZVPD", "species": ["C", "N", "H", "C", "O", "H", "H"], "positions_angstrom": [[1.067, -0.187, -1.977], [0.686, 0.341, -1.062], [1.440, -0.666, -2.887], [-0.780, 0.107, 1.522], [-1.765, -0.488, 1.184], [0.146, -0.296, 1.267], [-0.793, 1.190, 1.952]], "forces_ev_per_a": [[1.3, -1.7, -3.3], [-0.9, 1.4, 2.3], [-0.4, 0.4, 0.9], [-1.6, 1.9, -0.1], [-0.5, 0.2, 0.5], [2.1, -0.7, 0.1], [-0.1, -1.5, -0.3]], "multiplicity": 1, "lumo_ev": 0.9, "smiles": "C#N.C=O", "molar_mass_g_mol": 57.052, "e_above_lowest_ev": 1.676}

***

# 4
{"formula": "C2H3NO2", "method": "ωB97M-V/def2-TZVPD", "species": ["H", "N", "C", "O", "C", "O", "H", "H"], "positions_angstrom": [[2.093, 0.246, -0.403], [1.047, 0.478, -0.304], [0.377, -0.546, -0.344], [-1.041, -0.473, -0.058], [-2.438, 0.423, -0.073], [-3.442, -0.178, 0.151], [0.722, -1.547, -0.347], [-2.292, 1.388, -0.326]], "forces_ev_per_a": [[-2.0, 0.5, 0.1], [3.5, 1.3, -0.5], [-4.1, 1.2, 1.5], [-1.2, -0.2, -0.4], [0.1, -6.3, 0.9], [2.9, 1.5, -0.4], [-0.2, -1.1, -0.3], [0.9, 3.2, -0.8]], "multiplicity": 1, "lumo_ev": 0.5, "smiles": "[H]/N=C/OC=O", "molar_mass_g_mol": 73.051, "e_above_lowest_ev": 2.681}

***

What is the formula in the third record?
C2H3NO